Density functional theory data (the ωB97M-V functional and the def2-TZVPD basis) for a 10-piece molecular cluster, C54H56F7N3 overall.

The geometry in XYZ format:
```
120
Properties=species:S:1:pos:R:3:forces:R:3:lowdin_charge:R:1
F -0.81479 -4.80183 0.83136 0.0 -0.4 -0.1 0.055
C -2.10033 -4.41311 0.72312 -0.3 0.9 0.2 -0.271
C -3.00810 -4.73183 1.72468 0.7 -0.8 -0.1 -0.021
C -4.28202 -4.22950 1.66280 -0.7 0.1 -0.5 -0.082
C -4.67195 -3.43002 0.58680 0.0 0.0 0.6 -0.093
C -3.73879 -3.04484 -0.35757 -0.2 -0.7 -0.2 -0.093
C -2.43921 -3.55848 -0.30799 -0.2 0.4 0.0 -0.027
H -2.73235 -5.45452 2.48372 0.1 0.2 0.1 0.123
H -5.00364 -4.48531 2.42850 0.0 0.0 0.0 0.108
H -5.70034 -3.09840 0.52436 0.1 0.1 0.0 0.106
H -4.08652 -2.42153 -1.17147 0.3 0.1 -0.1 0.112
H -1.69547 -3.22900 -1.02120 0.0 -0.2 0.0 0.101
F -5.60547 -3.30782 5.01458 -0.2 0.2 -0.1 0.041
C -4.92424 -2.14945 4.84176 0.3 0.0 0.1 -0.290
C -3.57411 -2.25859 4.55100 0.1 0.0 0.0 -0.024
C -2.82031 -1.10793 4.35204 -0.1 0.4 0.2 -0.074
C -3.44248 0.13129 4.44638 -0.1 0.2 0.6 -0.103
C -4.77212 0.20976 4.82468 -0.1 0.2 -0.8 -0.096
C -5.54861 -0.92684 4.97780 -0.2 0.2 0.0 -0.034
H -3.15660 -3.25445 4.48556 0.1 0.1 0.0 0.110
H -1.75032 -1.12022 4.19138 0.0 -0.3 -0.3 0.099
H -2.92351 1.06780 4.29694 0.3 -0.2 -0.1 0.076
H -5.24834 1.18312 4.83654 0.0 0.0 0.2 0.098
H -6.61065 -0.77798 5.12471 0.0 -0.5 0.2 0.119
F 6.95233 0.83591 1.78338 0.3 -0.4 0.3 0.072
C 5.62344 0.95932 1.72459 -1.0 1.1 -0.5 -0.287
C 4.90160 1.39854 2.82003 0.4 0.0 0.5 -0.011
C 3.53181 1.62628 2.71128 -0.1 -0.9 -0.5 -0.066
C 2.91280 1.41751 1.48213 -0.3 0.3 -0.1 -0.111
C 3.63711 1.02691 0.36622 0.1 -0.2 0.9 -0.077
C 4.99581 0.79469 0.50695 0.0 -1.1 -0.9 -0.002
H 5.43776 1.51826 3.75491 -0.1 0.1 0.0 0.118
H 2.90237 1.78586 3.57542 0.2 0.4 0.1 0.109
H 1.84405 1.54217 1.35733 0.0 0.1 0.3 0.081
H 3.10768 0.78999 -0.54455 0.2 0.0 -0.1 0.075
H 5.48387 0.25947 -0.30392 0.4 0.5 0.0 0.101
F -0.68028 6.34876 -2.06857 -0.1 0.1 0.0 0.054
C 0.24758 5.74781 -1.30181 0.1 -0.3 0.5 -0.309
C 0.72970 6.40348 -0.17873 0.0 0.1 -0.3 -0.014
C 1.69106 5.75925 0.59076 -1.2 -0.6 0.2 -0.067
C 2.07688 4.45960 0.26320 0.9 0.5 0.3 -0.091
C 1.62524 3.82192 -0.87844 -0.5 0.8 0.1 -0.082
C 0.63123 4.46292 -1.62501 0.4 -0.3 -0.5 -0.010
H 0.30202 7.36817 0.06257 0.2 0.1 0.1 0.121
H 1.97485 6.14074 1.56215 0.2 0.3 -0.2 0.107
H 2.79985 4.00926 0.93131 0.0 -0.3 -0.2 0.091
H 2.06403 2.88774 -1.19364 -0.3 -0.2 0.1 0.064
H 0.18042 3.99190 -2.49059 0.1 0.0 -0.1 0.121
F 2.02181 0.71709 -2.50709 -0.4 0.2 0.0 0.027
C 2.57209 1.21360 -3.63580 0.7 -0.2 -0.8 -0.294
C 3.58537 2.14371 -3.53250 0.4 -0.1 0.7 -0.024
C 4.29893 2.49708 -4.66526 -0.5 0.1 -0.1 -0.080
C 3.93745 1.95606 -5.87833 0.3 0.1 -1.0 -0.102
C 2.89325 1.04808 -6.00815 -0.1 0.4 0.6 -0.069
C 2.20511 0.67232 -4.86196 -0.3 -0.1 0.3 -0.017
H 3.89585 2.50179 -2.55741 -0.1 0.0 0.0 0.114
H 5.09574 3.22738 -4.65490 0.0 0.0 0.3 0.112
H 4.48774 2.30206 -6.74748 -0.1 -0.2 -0.1 0.106
H 2.57073 0.68110 -6.97104 0.1 -0.1 0.0 0.107
H 1.38571 -0.03568 -4.89094 0.0 0.0 0.0 0.119
F -3.32634 1.16042 -0.81125 -0.8 0.0 -0.3 0.018
C -4.45903 1.13810 -0.06028 -0.1 0.1 0.9 -0.269
C -5.36687 2.17643 -0.12646 0.0 0.2 -0.3 -0.026
C -6.45951 2.16288 0.72477 -0.2 0.0 0.1 -0.089
C -6.68910 1.09395 1.58050 -0.1 -0.3 -0.3 -0.085
C -5.79520 0.03436 1.59697 0.6 0.8 0.2 -0.070
C -4.60642 0.12902 0.86510 -0.6 -0.9 -0.1 -0.009
H -5.24161 2.99442 -0.82458 0.2 0.0 0.0 0.118
H -7.14698 2.99826 0.71991 0.0 0.0 -0.1 0.108
H -7.56531 1.06196 2.21486 0.0 0.1 0.0 0.106
H -5.94005 -0.78481 2.28630 0.1 -0.1 -0.1 0.093
H -3.87844 -0.66304 0.98144 0.2 0.1 -0.2 0.099
F 3.86819 -3.02795 -0.89053 0.3 0.1 0.2 0.041
C 4.86816 -2.32647 -1.48458 -0.9 -0.1 -0.4 -0.285
C 4.50834 -1.59324 -2.60525 0.2 0.2 0.1 -0.014
C 5.50696 -0.89561 -3.26112 -0.2 0.1 0.0 -0.079
C 6.81365 -0.97258 -2.81308 0.6 0.0 -0.4 -0.097
C 7.16203 -1.78568 -1.74888 -0.5 0.1 0.5 -0.073
C 6.15512 -2.42165 -1.01463 0.4 -0.3 -0.4 -0.017
H 3.48534 -1.55811 -2.95370 0.0 -0.1 0.1 0.110
H 5.27821 -0.31347 -4.14612 -0.1 0.0 0.1 0.099
H 7.57889 -0.43293 -3.35882 0.0 -0.1 0.1 0.105
H 8.19759 -1.92997 -1.47512 0.0 0.1 0.1 0.107
H 6.37057 -3.05867 -0.16804 0.0 0.0 0.0 0.122
C 2.98734 -6.19278 -1.66562 0.4 0.0 0.3 -0.111
C 1.53784 -5.89075 -1.30243 0.5 0.0 -0.3 -0.265
C 0.53248 -6.61501 -2.19863 0.5 -0.6 -0.2 -0.182
C 0.58643 -8.07522 -1.98251 -0.4 0.6 0.2 -0.238
N 0.62263 -9.20645 -1.80839 0.1 -0.4 0.0 0.140
H 3.25437 -5.90884 -2.68584 -0.2 -0.1 -0.1 0.078
H 3.23972 -7.24272 -1.50551 -0.1 0.0 -0.2 0.074
H 3.65696 -5.61267 -1.02647 -0.1 0.0 0.1 0.060
H 1.42022 -4.81084 -1.40398 -0.4 0.0 0.2 0.097
H 1.36447 -6.19757 -0.27188 -0.1 0.3 0.1 0.109
H 0.80436 -6.52522 -3.25484 -0.1 0.5 0.0 0.118
H -0.47867 -6.24408 -2.04424 -0.1 -0.1 0.0 0.108
C -2.70981 5.28054 0.46979 -0.4 0.0 0.8 -0.082
C -2.11861 4.02365 1.09192 0.3 -0.6 -0.8 -0.261
C -2.27944 3.87435 2.59838 -0.3 0.9 0.1 -0.184
C -3.69138 3.78389 2.98277 0.1 -0.3 0.1 -0.219
N -4.78459 3.69549 3.32326 -0.1 0.0 0.0 0.163
H -2.37303 5.44365 -0.54986 -0.1 -0.1 0.0 0.058
H -2.45531 6.15498 1.07637 0.2 0.1 -0.2 0.080
H -3.80099 5.21878 0.49846 0.0 0.0 -0.2 0.072
H -1.06050 3.94466 0.82103 0.1 0.1 0.3 0.095
H -2.56963 3.13647 0.63097 -0.1 0.2 0.0 0.081
H -1.91039 4.76768 3.11398 0.2 -0.1 0.0 0.124
H -1.73896 2.99723 2.95060 -0.2 0.2 0.1 0.054
C 0.41051 -1.32620 -0.25413 0.4 -0.7 0.2 -0.091
C -0.79985 -0.50572 -0.66359 0.3 -0.5 0.5 -0.242
C -0.71270 0.96198 -0.22430 0.3 -0.6 0.0 -0.163
C -0.87818 1.08530 1.23769 -0.1 0.1 -0.8 -0.186
N -1.06218 1.19577 2.36448 0.3 -0.4 0.1 0.198
H 1.31333 -1.06199 -0.80861 0.0 0.1 0.1 0.055
H 0.24929 -2.39657 -0.42145 -0.1 0.1 -0.2 0.049
H 0.64348 -1.30039 0.81476 -0.1 0.4 0.0 0.088
H -1.67034 -0.97602 -0.20181 -0.2 0.2 -0.2 0.081
H -0.89488 -0.57153 -1.74794 -0.2 0.2 0.0 0.119
H -1.50257 1.50648 -0.73765 0.6 0.3 0.3 0.094
H 0.27762 1.33270 -0.48883 0.0 0.3 0.0 0.090
```
Positions in Å, forces in eV/Å.

Properties
* LUMO level: 0.00989 Ha
* structure (SMILES): Fc1ccccc1.Fc1ccccc1.Fc1ccccc1.Fc1ccccc1.Fc1ccccc1.Fc1ccccc1.Fc1ccccc1.CCCC#N.CCCC#N.CCCC#N
* electronic energy: -2954.5785 Ha
* molecular weight: 880.0 g/mol